A | Density functional theory data (ωB97M-V/def2-TZVPD) for a single C3H10NO2PS molecule.

```
18
Properties=species:S:1:pos:R:3:nbo_charge:R:1
C 2.938 -0.581 -0.038 -0.600
C 1.490 -0.977 0.200 -0.201
N 0.619 0.152 -0.174 -0.955
P -1.029 -0.256 -0.353 1.995
O -1.023 -0.704 -1.875 -1.003
S -1.875 -1.629 0.770 -0.665
O -1.759 1.113 -0.499 -0.833
C -2.447 1.823 0.606 -0.266
H 3.119 0.129 0.664 0.194
H 3.495 -1.372 0.175 0.208
H 2.978 -0.097 -0.958 0.214
H 1.061 -1.672 -0.544 0.195
H 1.443 -1.415 1.175 0.190
H 0.639 1.003 0.372 0.385
H -1.548 -1.517 -2.081 0.526
H -3.472 1.937 0.360 0.195
H -2.217 2.904 0.711 0.203
H -2.414 1.161 1.487 0.216
```

As for the spin multiplicity: 1. Its HOMO-LUMO gap is 9.57 eV. Its HOMO energy is -8.8212 eV. The LUMO energy comes out at 0.028 Ha. The structure (SMILES) is CCN[P@@](O)(=S)OC.

B | Density functional theory data (ωB97M-V/def2-TZVPD) for a single C3H10NO2PS molecule.

```
18
Properties=species:S:1:pos:R:3:nbo_charge:R:1
C 1.293 -0.115 -0.585 -0.680
C -0.103 0.368 -0.927 0.098
C -1.161 -0.704 -1.160 -0.614
O -0.690 1.232 0.015 -0.775
P 0.275 1.468 1.496 1.932
N 0.224 -0.006 2.186 -1.223
O -0.853 2.319 2.253 -0.995
S 2.070 2.330 1.406 -0.593
H 1.334 -0.612 0.341 0.219
H 1.472 -0.954 -1.316 0.222
H 1.928 0.774 -0.661 0.255
H -0.174 0.949 -1.920 0.172
H -1.172 -1.458 -0.285 0.186
H -0.819 -1.344 -1.846 0.199
H -2.269 -0.383 -1.316 0.226
H 1.077 -0.337 2.519 0.418
H -0.638 -0.413 2.606 0.433
H -0.951 3.215 2.228 0.519
```

As for the spin multiplicity: 1. Its HOMO-LUMO gap is 9.56 eV. Its HOMO energy is -8.8980 eV. The LUMO energy comes out at 0.024 Ha. The structure (SMILES) is CC(C)O[P@](N)(O)=S.

Looking at the structures above, which would you pick as the most stable? I would pick A.